Computed, not measured: a structure of composition C27H63MnN8O9 in a non-equilibrium geometry, with ωB97M-V/def2-TZVPD.

Summary:
Multiplicity: 6
Orbital gap (alpha / beta): 7.821 / 7.439 eV
E_tot: -90684.08283 eV
E_HOMO (alpha / beta): -10.6 / -10.6 eV
Net charge: +1
LUMO level (alpha / beta): -0.1026 / -0.1166 Eh

Element x y z (Å)
Mn -0.340 44.198 -6.140
C -0.477 47.539 -8.601
C -1.620 46.688 -8.117
C -2.676 46.400 -9.186
O -1.325 45.553 -7.366
H -0.920 48.308 -9.239
H 0.201 47.070 -9.324
H 0.136 47.915 -7.787
H -2.212 47.337 -7.435
H -2.465 45.554 -9.850
H -2.797 47.294 -9.804
H -3.630 46.142 -8.721
C 4.409 45.808 -12.465
O 5.072 45.212 -11.641
N 3.222 46.382 -12.227
C 2.490 47.139 -13.206
C 2.788 46.473 -10.839
H 4.731 45.937 -13.509
H 1.477 46.717 -13.255
H 2.918 47.040 -14.201
H 2.309 48.192 -12.980
H 3.174 45.679 -10.210
H 3.203 47.405 -10.439
H 1.704 46.570 -10.807
C -3.263 43.900 -4.329
O -2.210 43.935 -4.957
N -4.311 44.698 -4.521
C -5.342 44.805 -3.508
C -4.364 45.602 -5.673
H -3.398 43.209 -3.485
H -5.161 44.189 -2.629
H -6.332 44.542 -3.882
H -5.373 45.839 -3.156
H -3.508 45.389 -6.313
H -5.321 45.470 -6.173
H -4.290 46.637 -5.333
C -5.546 47.096 -14.103
O -5.444 47.622 -15.189
N -5.005 47.532 -12.947
C -4.315 48.800 -12.878
C -5.321 46.914 -11.662
H -6.073 46.138 -13.939
H -3.400 48.809 -12.278
H -4.968 49.563 -12.453
H -3.946 49.083 -13.861
H -5.829 45.971 -11.865
H -4.365 46.753 -11.167
H -6.038 47.543 -11.128
C -0.716 41.645 -8.440
O -0.631 42.585 -7.644
N -1.737 41.480 -9.255
C -1.938 40.304 -10.099
C -2.631 42.564 -9.565
H 0.011 40.827 -8.422
H -2.975 39.986 -10.035
H -1.224 39.526 -9.838
H -1.750 40.543 -11.148
H -2.599 42.869 -10.619
H -3.690 42.369 -9.382
H -2.392 43.501 -9.059
C -4.137 42.675 -13.797
O -5.231 43.184 -13.741
N -3.052 43.192 -13.160
C -1.737 42.636 -13.270
C -3.265 44.345 -12.338
H -3.922 41.798 -14.420
H -1.035 43.287 -13.795
H -1.787 41.662 -13.761
H -1.273 42.372 -12.310
H -3.905 45.088 -12.812
H -3.800 44.206 -11.387
H -2.346 44.858 -12.051
C -1.658 51.182 -10.791
O -2.094 51.196 -11.922
N -2.427 51.029 -9.682
C -1.872 50.798 -8.371
C -3.838 50.670 -9.787
H -0.595 51.368 -10.575
H -2.218 51.611 -7.723
H -0.789 50.829 -8.241
H -2.160 49.839 -7.934
H -4.011 49.686 -9.352
H -4.373 51.411 -9.181
H -4.223 50.819 -10.787
C 2.112 49.533 -3.662
O 1.447 50.540 -3.879
N 2.316 48.589 -4.597
C 3.175 47.453 -4.312
C 1.745 48.648 -5.919
H 2.551 49.404 -2.665
H 4.011 47.390 -5.020
H 2.594 46.535 -4.421
H 3.712 47.535 -3.369
H 1.026 49.459 -5.960
H 2.505 48.796 -6.692
H 1.327 47.670 -6.168
C -0.312 45.940 -3.471
O 0.061 45.554 -4.586
N -0.979 47.063 -3.276
C -1.561 47.372 -1.970
C -1.329 48.004 -4.321
H -0.072 45.399 -2.550
H -2.646 47.290 -2.065
H -1.310 48.396 -1.699
H -1.176 46.686 -1.221
H -2.395 47.928 -4.556
H -1.162 49.026 -3.982
H -0.811 47.864 -5.267

Atomic partial charges in e from the Löwdin method, atoms 1 to 99: 1.096, -0.041, -0.589, -0.059, -0.340, 0.066, 0.064, 0.045, 0.108, 0.050, 0.061, 0.077, -0.357, 0.014, -0.199, -0.063, -0.042, 0.136, 0.086, 0.088, 0.091, 0.083, 0.099, 0.061, -0.283, -0.062, -0.163, -0.040, -0.002, 0.151, 0.092, 0.098, 0.094, 0.067, 0.102, 0.087, -0.354, 0.030, -0.196, -0.049, -0.056, 0.132, 0.073, 0.086, 0.096, 0.085, 0.050, 0.095, -0.271, -0.075, -0.145, -0.011, -0.030, 0.153, 0.102, 0.097, 0.078, 0.052, 0.113, 0.076, -0.323, 0.036, -0.179, -0.069, -0.084, 0.138, 0.096, 0.092, 0.064, 0.066, 0.078, 0.098, -0.336, 0.017, -0.181, -0.087, -0.037, 0.137, 0.094, 0.088, 0.066, 0.082, 0.096, 0.068, -0.335, -0.008, -0.185, -0.052, -0.061, 0.138, 0.095, 0.070, 0.091, 0.087, 0.103, 0.063, -0.276, -0.110, -0.142